# 1
11 unconnected molecules or ions with the total composition C44H121N11O11. Source: the Open Molecules 2025 dataset; level of theory: ωB97M-V/def2-TZVPD.

Output
HOMO energy: -8.61 eV
SMILES: COC[C@H](C)N.COC[C@H](C)N.COC[C@H](C)N.COC[C@H](C)N.COC[C@H](C)N.COC[C@H](C)N.COC[C@H](C)N.COC[C@H](C)N.COC[C@H](C)N.COC[C@H](C)N.COC[C@H](C)N
energy: -86495.3854 eV

Atoms and positions in Å:
C 1.05 -2.58 5.24
O 1.71 -3.69 4.61
C 2.45 -3.29 3.49
C 3.24 -4.39 2.85
C 4.34 -5.03 3.71
N 3.91 -3.90 1.60
H 0.53 -1.91 4.51
H 1.77 -1.99 5.77
H 0.26 -2.93 5.87
H 1.80 -2.97 2.68
H 3.01 -2.38 3.80
H 2.57 -5.16 2.52
H 4.80 -5.86 3.15
H 3.94 -5.44 4.61
H 5.09 -4.32 3.92
H 3.28 -3.17 1.15
H 4.79 -3.40 1.81
C -1.22 3.59 -6.91
O -0.96 2.40 -6.22
C -1.33 2.53 -4.90
C -0.94 1.33 -3.96
C -1.43 0.02 -4.50
N -1.48 1.61 -2.65
H -2.25 3.89 -6.66
H -1.13 3.39 -8.00
H -0.55 4.42 -6.63
H -0.86 3.44 -4.61
H -2.47 2.64 -4.80
H 0.16 1.31 -3.85
H -2.43 0.11 -4.88
H -1.45 -0.74 -3.75
H -0.79 -0.38 -5.29
H -1.14 2.49 -2.22
H -2.46 1.84 -2.83
C -5.25 3.29 -1.21
O -4.15 3.90 -1.78
C -3.45 4.70 -0.86
C -2.21 5.32 -1.54
C -1.90 6.63 -0.83
N -2.42 5.57 -2.97
H -5.35 3.47 -0.16
H -5.08 2.19 -1.29
H -6.17 3.64 -1.75
H -4.09 5.51 -0.50
H -3.16 4.10 -0.05
H -1.36 4.62 -1.48
H -1.92 6.56 0.21
H -2.67 7.34 -1.17
H -0.93 7.08 -1.13
H -3.07 6.31 -2.98
H -2.81 4.72 -3.42
C 4.96 0.41 2.61
O 5.50 1.54 1.97
C 5.57 1.44 0.58
C 6.40 2.56 -0.08
C 6.15 3.89 0.56
N 6.02 2.48 -1.48
H 5.58 -0.48 2.43
H 3.99 0.22 2.06
H 4.80 0.54 3.62
H 6.11 0.47 0.35
H 4.56 1.37 0.13
H 7.46 2.33 0.15
H 6.59 3.93 1.57
H 5.07 4.11 0.61
H 6.62 4.69 0.04
H 6.79 2.96 -1.98
H 5.28 3.20 -1.59
C -3.76 2.09 6.50
O -3.71 3.45 5.93
C -2.55 3.78 5.17
C -2.56 5.26 5.02
C -3.53 5.65 3.88
N -1.22 5.64 4.78
H -2.88 1.91 7.03
H -3.87 1.44 5.69
H -4.64 2.02 7.17
H -1.63 3.43 5.64
H -2.57 3.26 4.17
H -3.00 5.72 5.94
H -3.68 6.74 3.95
H -4.53 5.24 4.07
H -3.15 5.37 2.82
H -1.02 6.40 4.12
H -0.65 5.74 5.57
C 6.30 -1.18 -2.53
O 5.20 -1.96 -2.10
C 4.09 -1.18 -1.67
C 2.87 -2.07 -1.77
C 2.43 -2.19 -3.22
N 1.87 -1.55 -0.76
H 7.11 -1.91 -2.49
H 6.67 -0.26 -1.93
H 6.12 -0.89 -3.54
H 4.17 -0.89 -0.65
H 3.97 -0.23 -2.20
H 3.23 -2.95 -1.37
H 2.19 -1.19 -3.59
H 1.54 -2.77 -3.24
H 3.09 -2.75 -3.85
H 1.10 -2.27 -0.55
H 1.37 -0.85 -1.25
C -0.51 -8.47 0.54
O 0.85 -8.16 0.63
C 1.44 -8.04 -0.66
C 2.58 -7.07 -0.66
C 3.73 -7.51 0.33
N 2.04 -5.74 -0.38
H -0.91 -8.48 1.54
H -0.75 -9.45 0.13
H -1.08 -7.78 -0.10
H 1.73 -9.03 -1.05
H 0.77 -7.63 -1.40
H 2.95 -7.06 -1.65
H 4.58 -6.89 0.27
H 4.07 -8.53 0.16
H 3.27 -7.41 1.33
H 1.36 -5.84 0.33
H 2.77 -5.15 0.01
C 2.08 2.26 -1.30
O 2.79 3.47 -1.30
C 1.95 4.68 -1.54
C 1.65 4.86 -3.05
C 2.96 5.02 -3.72
N 0.85 6.10 -3.25
H 1.36 2.08 -2.07
H 1.52 2.09 -0.33
H 2.85 1.50 -1.47
H 1.03 4.36 -0.94
H 2.54 5.54 -1.22
H 1.27 3.90 -3.39
H 3.39 6.06 -3.60
H 3.08 4.73 -4.83
H 3.76 4.40 -3.25
H 1.27 6.60 -4.01
H -0.14 5.86 -3.40
C -4.40 -1.17 -2.40
O -3.31 -2.03 -2.72
C -3.42 -3.39 -2.32
C -2.08 -3.96 -2.17
C -1.93 -5.52 -2.37
N -1.33 -3.68 -0.90
H -4.09 -0.15 -2.65
H -4.64 -1.14 -1.35
H -5.36 -1.35 -2.87
H -4.00 -3.48 -1.42
H -4.06 -3.97 -3.03
H -1.52 -3.42 -2.89
H -2.51 -6.06 -1.57
H -0.88 -5.78 -2.14
H -2.28 -5.94 -3.39
H -1.70 -4.25 -0.18
H -1.49 -2.71 -0.62
C -6.05 -1.97 1.40
O -4.89 -2.35 2.16
C -4.21 -3.40 1.61
C -3.13 -3.91 2.59
C -2.18 -2.77 2.95
N -2.42 -5.11 2.02
H -6.51 -1.13 1.94
H -6.70 -2.84 1.35
H -5.73 -1.69 0.42
H -4.86 -4.21 1.27
H -3.68 -3.04 0.74
H -3.75 -4.27 3.43
H -1.62 -3.11 3.83
H -2.68 -1.87 3.17
H -1.48 -2.41 2.25
H -1.67 -5.38 2.66
H -3.03 -5.91 1.94
C -0.03 3.54 2.40
O -1.26 3.04 1.72
C -1.17 1.64 1.47
C -2.51 1.27 0.79
C -3.62 1.25 1.90
N -2.34 0.04 0.03
H -0.29 4.46 2.96
H 0.76 3.73 1.69
H 0.35 2.78 3.09
H -0.44 1.40 0.73
H -0.98 1.07 2.40
H -2.77 2.17 0.18
H -3.68 2.14 2.55
H -3.50 0.34 2.48
H -4.56 1.25 1.35
H -3.21 -0.38 -0.24
H -1.92 0.28 -0.87


# 2
A molecular structure, C42H38ClGdN6O9S4Te. Source: the Open Molecules 2025 dataset; level of theory: ωB97M-V/def2-TZVPD.

Output
HOMO energy (spin up / spin down): -0.64 / -2.99 eV
spin multiplicity: 8
energy: -155520.1274 eV
net charge: -2

Atoms and positions in Å:
Gd -0.39 -0.33 0.94
O 3.26 -1.95 -0.66
Cl 2.36 -2.14 0.45
O 2.89 -3.07 1.43
O 2.06 -0.75 1.17
O 0.88 -2.48 0.03
C 4.34 4.18 -2.41
C 3.19 3.23 -2.19
C 3.20 1.96 -2.82
C 2.28 0.95 -2.58
C 2.35 -0.27 -3.43
O 1.32 -0.77 -3.91
C 3.70 -0.88 -3.73
C 3.67 -1.83 -4.78
C 4.82 -2.43 -5.27
C 6.04 -2.13 -4.68
C 6.10 -1.21 -3.63
C 4.95 -0.59 -3.14
C 1.32 1.17 -1.51
O 0.55 0.24 -1.04
C 1.18 2.53 -1.08
C 2.11 3.54 -1.37
C 0.11 2.69 -0.01
N 0.25 2.10 1.15
C 1.61 1.96 1.74
C 1.90 2.96 2.84
Te 3.71 2.78 4.17
C 4.85 1.68 2.76
C 4.76 0.27 2.71
C 5.30 -0.43 1.66
C 5.95 0.27 0.63
C 6.05 1.65 0.66
C 5.53 2.37 1.74
C -1.16 3.27 -0.47
C -1.40 3.38 -1.84
C -2.71 3.44 -2.34
C -3.80 3.57 -1.48
C -3.53 3.72 -0.10
C -2.23 3.62 0.41
H 4.59 4.24 -3.49
H 5.23 3.78 -1.93
H 4.05 5.13 -1.96
H 3.99 1.78 -3.55
H 2.69 -2.04 -5.19
H 4.83 -3.12 -6.11
H 6.92 -2.62 -5.02
H 7.06 -0.99 -3.19
H 5.01 0.02 -2.26
H 2.04 4.53 -0.95
H 2.37 1.95 0.95
H 1.62 1.02 2.24
H 1.08 2.93 3.58
H 2.00 3.98 2.47
H 4.18 -0.22 3.45
H 5.25 -1.51 1.66
H 6.33 -0.33 -0.18
H 6.59 2.19 -0.13
H 5.67 3.42 1.83
H -0.56 3.31 -2.52
H -2.92 3.31 -3.40
H -4.81 3.62 -1.87
H -4.37 3.87 0.59
H -2.04 3.72 1.48
S -4.77 3.13 2.87
C -4.17 1.67 2.33
S -2.88 0.86 3.06
S -5.31 0.95 1.13
O -0.03 -5.08 5.46
S -0.51 -3.79 5.86
O -0.36 -3.35 7.24
N 0.14 -2.64 4.79
C -0.77 -2.14 3.97
O -0.50 -1.41 2.96
C -2.17 -2.59 4.33
C -3.36 -2.28 3.72
C -4.54 -2.82 4.22
C -4.53 -3.81 5.21
C -3.33 -4.20 5.80
C -2.20 -3.53 5.37
H -3.33 -1.61 2.89
H -5.49 -2.47 3.85
H -5.45 -4.29 5.56
H -3.20 -5.01 6.50
C -6.06 -1.07 -3.23
C -6.09 -2.33 -2.35
C -5.17 -3.46 -2.82
C -5.85 -1.91 -0.88
N -4.52 -1.40 -0.56
C -4.09 -0.06 -0.09
N -2.74 -0.35 0.20
N -2.43 -1.61 -0.08
N -3.49 -2.24 -0.52
H -6.30 -1.30 -4.28
H -5.07 -0.59 -3.21
H -6.79 -0.35 -2.89
H -7.12 -2.69 -2.36
H -4.13 -3.15 -2.79
H -5.41 -3.78 -3.82
H -5.29 -4.32 -2.15
H -6.07 -2.75 -0.24
H -6.58 -1.12 -0.58
H -4.23 0.63 -0.96


# 3
A molecular structure, C19H32Ge2N4STc. Source: the Open Molecules 2025 dataset; level of theory: ωB97M-V/def2-TZVPD.

Output
HOMO energy (spin up / spin down): -20.90 / -21.10 eV
spin multiplicity: 4
energy: -152200.7397 eV
net charge: +4

Atoms and positions in Å:
Tc -1.02 -0.70 -1.28
C -3.68 2.20 1.50
C -3.35 1.22 0.36
Ge -1.92 0.07 1.05
C -2.30 -1.27 2.38
C -2.55 -0.65 3.77
C -0.31 1.14 1.53
C 0.95 1.35 1.05
Ge 1.49 0.46 -0.61
C 2.85 -0.90 -0.61
C 4.28 -0.36 -0.43
C 0.98 1.41 -2.22
C 2.02 2.55 -2.40
C 1.88 2.24 1.74
C 1.58 2.82 3.03
C 2.46 3.65 3.65
C 3.69 3.95 3.03
C 4.02 3.39 1.76
C 3.14 2.56 1.14
H -4.50 2.83 1.16
H -2.85 2.86 1.75
H -4.02 1.69 2.40
H -3.04 1.75 -0.54
H -4.18 0.56 0.11
H -1.45 -1.96 2.40
H -3.17 -1.82 2.01
H -1.69 -0.09 4.14
H -2.74 -1.46 4.48
H -3.42 0.00 3.79
H -0.59 1.66 2.44
H 2.73 -1.42 -1.56
H 2.59 -1.59 0.19
H 4.57 0.34 -1.22
H 4.97 -1.20 -0.49
H 4.43 0.10 0.54
H -0.03 1.84 -2.15
H 1.02 0.71 -3.06
H 1.95 3.30 -1.62
H 1.81 3.04 -3.35
H 3.04 2.17 -2.46
H 0.65 2.59 3.53
H 2.23 4.07 4.62
H 4.39 4.61 3.52
H 4.97 3.64 1.30
H 3.41 2.16 0.17
C -2.72 -4.65 -4.49
C -1.96 -4.61 -3.22
N -1.50 -5.62 -2.54
N -0.88 -5.09 -1.44
C -0.93 -3.78 -1.42
S -0.30 -2.63 -0.26
N -1.60 -3.45 -2.52
N -1.86 -2.09 -2.81
H -2.83 -5.69 -4.78
H -2.19 -4.13 -5.29
H -3.71 -4.21 -4.37
H -0.45 -5.72 -0.77
H -1.47 -1.88 -3.74
H -2.88 -1.98 -2.90


# 4
A molecular structure, C15H13Cl3F3HfN4O8S2. Source: the Open Molecules 2025 dataset; level of theory: ωB97M-V/def2-TZVPD.

Output
HOMO energy: -11.74 eV
energy: -106804.5591 eV
net charge: +1

Atoms and positions in Å:
Hf 0.70 -0.08 -0.48
O 1.64 2.86 4.76
C 2.68 2.06 4.55
O 3.60 1.98 5.31
C 2.67 1.23 3.30
C 3.74 0.43 2.94
N 3.42 -0.19 1.80
N 2.19 0.15 1.39
C 1.73 1.01 2.29
C 0.36 1.54 2.03
O -0.10 2.48 2.65
O -0.23 0.91 1.05
H 0.99 2.80 4.04
H 4.69 0.28 3.44
H 3.98 -0.82 1.25
Cl -2.50 -6.71 0.17
C -1.95 -5.13 -0.25
C -1.17 -4.42 0.66
C -0.76 -3.16 0.28
Cl 0.28 -2.21 1.34
C -1.08 -2.57 -0.93
O -0.67 -1.32 -1.20
C -1.83 -3.33 -1.83
Cl -2.20 -2.68 -3.39
C -2.27 -4.60 -1.49
H -0.89 -4.85 1.61
H -2.86 -5.17 -2.19
F 3.14 -1.40 -4.14
C 2.58 -0.37 -3.55
F 1.25 -0.54 -3.49
F 2.86 0.75 -4.17
S 3.15 -0.26 -1.79
O 2.44 0.98 -1.34
O 4.55 -0.32 -1.67
O 2.35 -1.36 -1.15
C -3.20 0.72 -2.33
N -2.97 1.74 -1.31
C -1.80 2.30 -1.06
S -0.38 1.83 -1.95
N -1.71 3.26 -0.15
C -2.81 3.68 0.71
H -4.22 0.36 -2.21
H -2.51 -0.10 -2.21
H -3.09 1.15 -3.33
H -3.77 2.07 -0.80
H -0.79 3.60 0.04
H -3.66 4.01 0.11
H -2.47 4.53 1.30
H -3.10 2.88 1.38


The evaluated F_max for the records listed, in turn: 4.2 5.1 0.8 1.2 eV/A.